The following is a quantum chemistry calculation of a cluster of 2 separate species, C2HClFN3 in total at a distorted geometry, from the Open Molecules 2025 dataset.

Results
Maximum force, eV/A: 3.4
Molecular weight, Da: 121.5
Charge: 0
ΔE to the lowest compared entry with this formula, charge and spin, kJ/mol: 394.7
E_HOMO (alpha / beta), eV: -10.89 / -10.66
DFT total energy, Ha: -800.938664

Each atom is followed by the atoms it is bonded to, with distances in Å.
Geometry (Å):
1 C -1.06 -0.57 -0.02  N3 1.340, N4 1.357, Cl7 1.658
2 C 1.05 -0.58 0.07  N4 1.316, N5 1.356, H8 1.068
3 N -0.68 0.68 0.27  C1 1.340, N5 1.268
4 N 0.02 -1.38 -0.13  C1 1.357, C2 1.316
5 N 0.58 0.68 0.30  C2 1.356, N3 1.268
6 F 0.64 3.08 -0.31  no bonds
7 Cl -2.63 -1.07 -0.20  C1 1.658
8 H 2.08 -0.85 0.01  C2 1.068